[1]
{
  "formula": "C15H26ClO2P2STi",
  "method": "wB97M-V/def2-TZVPD",
  "species": ["C", "C", "H", "H", "H", "O", "Cl", "Ti", "P", "C", "C", "H", "H", "H", "H", "H", "H", "C", "H", "H", "H", "P", "C", "C", "H", "H", "H", "C", "H", "H", "H", "H", "H", "H", "C", "O", "S", "C", "C", "C", "C", "C", "C", "H", "H", "H", "H", "H"],
  "positions_angstrom": [[-0.247, -0.219, -4.923], [-0.852, -0.253, -3.567], [0.834, -0.069, -4.795], [-0.730, 0.427, -5.683], [-0.483, -1.170, -5.407], [-0.149, -0.264, -2.499], [-2.569, -0.238, -3.537], [-0.090, -0.127, -0.211], [-0.255, 2.362, -0.391], [1.296, 3.230, 0.046], [-0.528, 3.065, -2.067], [-0.687, 4.157, -1.995], [-1.666, 4.281, 0.257], [-1.388, 2.580, -2.555], [-2.563, 2.715, 0.318], [2.080, 2.844, -0.622], [0.381, 2.871, -2.657], [-1.602, 3.212, 0.549], [1.197, 4.318, -0.098], [-1.427, 3.122, 1.635], [1.578, 3.005, 1.080], [-0.046, -2.577, -0.663], [1.493, -3.431, -0.217], [-1.377, -3.576, 0.087], [-1.126, -2.639, -2.853], [-0.218, -4.140, -2.490], [0.666, -2.653, -2.970], [-0.201, -3.054, -2.436], [-2.355, -3.234, -0.297], [-1.205, -4.629, -0.195], [1.399, -4.492, -0.510], [1.668, -3.341, 0.865], [-1.356, -3.448, 1.181], [2.327, -2.962, -0.761], [1.799, -0.053, 0.418], [2.963, -0.065, 0.607], [-1.636, -0.189, 1.634], [-0.662, 0.026, 3.058], [0.408, -0.851, 3.311], [1.441, -0.415, 4.148], [1.324, 0.770, 4.880], [0.173, 1.537, 4.744], [-0.859, 1.135, 3.910], [0.455, -1.790, 2.765], [2.344, -1.023, 4.216], [2.151, 1.084, 5.535], [0.086, 2.456, 5.327], [-1.786, 1.705, 3.827]],
  "atomic_forces_ev_per_a": [[0.25, -0.18, -0.12], [1.57, 0.74, 2.07], [-0.40, -0.06, -0.46], [0.23, 0.34, 0.96], [0.36, -0.50, 0.25], [-2.30, 0.59, -2.10], [0.35, -0.09, 0.45], [-3.86, -0.11, 0.39], [-0.33, 2.24, -0.33], [0.00, -0.19, 0.09], [0.09, -0.37, -0.18], [0.04, -0.57, -0.03], [0.18, -0.63, 0.16], [0.26, 0.33, 0.13], [0.44, 0.26, 0.11], [-0.09, 0.21, 0.18], [-0.32, 0.11, 0.01], [-0.08, -0.29, 0.17], [0.01, -0.40, 0.09], [-0.06, 0.07, -0.48], [0.00, 0.16, -0.14], [-0.04, -1.51, -0.72], [0.09, -0.06, 0.12], [-0.02, 0.17, 0.17], [0.20, -0.33, 0.07], [0.00, -0.06, -0.12], [-0.19, -0.22, -0.06], [0.08, 0.44, 0.38], [0.39, -0.19, 0.21], [-0.17, 0.40, 0.21], [0.19, 0.44, 0.23], [0.05, -0.16, -0.34], [-0.10, -0.18, -0.39], [-0.19, -0.26, 0.20], [8.46, -0.30, 1.49], [-6.04, 0.17, -0.81], [-0.08, -0.35, -1.57], [0.57, 0.10, 0.81], [0.58, 0.92, -0.54], [-0.02, -0.48, 0.28], [0.66, -0.39, -0.42], [-0.38, 0.19, 0.68], [0.10, 0.19, -0.84], [0.16, 0.12, 0.08], [-0.31, 0.12, 0.22], [-0.55, -0.11, -0.39], [-0.16, -0.33, -0.14], [0.37, 0.00, -0.04]],
  "e_tot_ev": -85108.1104,
  "homo_lumo_gap_ev": [5.7, 6.2],
  "s2": 0.823,
  "multiplicity": 2,
  "total_charge": 2,
  "e_homo_ev": [-14.3531, -14.4152]
}

[2]
{
  "formula": "C24H20N4O8",
  "method": "wB97M-V/def2-TZVPD",
  "species": ["O", "N", "O", "C", "C", "C", "C", "C", "C", "H", "H", "H", "H", "H", "O", "N", "O", "C", "C", "C", "C", "C", "C", "H", "H", "H", "H", "H", "O", "N", "O", "C", "C", "C", "C", "C", "C", "H", "H", "H", "H", "H", "O", "N", "O", "C", "C", "C", "C", "C", "C", "H", "H", "H", "H", "H"],
  "positions_angstrom": [[-0.378, -2.667, -0.994], [0.815, -2.685, -0.596], [1.637, -3.486, -1.049], [1.191, -1.566, 0.281], [2.517, -1.419, 0.630], [2.962, -0.499, 1.542], [2.063, 0.465, 2.025], [0.648, 0.403, 1.594], [0.283, -0.604, 0.774], [3.177, -2.049, 0.053], [3.986, -0.638, 1.859], [2.395, 1.052, 2.868], [-0.120, 1.013, 2.046], [-0.794, -0.620, 0.706], [-4.849, -4.865, -6.721], [-3.922, -4.125, -6.491], [-3.702, -3.059, -7.066], [-3.023, -4.543, -5.314], [-1.865, -3.829, -5.140], [-0.979, -4.219, -4.115], [-1.252, -5.337, -3.302], [-2.366, -6.155, -3.684], [-3.274, -5.730, -4.621], [-1.621, -2.982, -5.765], [-0.138, -3.651, -3.745], [-0.567, -5.758, -2.581], [-2.723, -7.040, -3.178], [-4.241, -6.210, -4.585], [-6.631, 2.414, 0.617], [-5.421, 2.435, 0.269], [-4.700, 3.444, 0.262], [-4.801, 1.133, -0.013], [-3.539, 1.118, -0.615], [-2.977, -0.077, -1.106], [-3.697, -1.305, -0.870], [-4.943, -1.308, -0.188], [-5.497, -0.085, 0.042], [-2.894, 1.981, -0.701], [-2.012, -0.185, -1.579], [-3.158, -2.218, -1.076], [-5.447, -2.216, 0.107], [-6.480, -0.022, 0.485], [6.837, 7.992, 2.959], [6.527, 6.885, 2.676], [6.723, 6.470, 1.566], [5.844, 5.972, 3.622], [6.102, 6.023, 4.978], [5.526, 5.154, 5.919], [4.559, 4.254, 5.470], [4.295, 4.181, 4.096], [4.949, 4.972, 3.144], [6.901, 6.705, 5.227], [5.735, 5.139, 6.979], [4.055, 3.674, 6.229], [3.597, 3.366, 3.970], [4.686, 4.907, 2.099]],
  "atomic_forces_ev_per_a": [[1.91, -0.17, 1.09], [-1.81, 0.09, -2.37], [-0.70, 1.21, 1.35], [0.30, 0.97, 0.74], [-0.40, -1.38, -1.73], [-0.87, 1.11, 0.39], [-1.45, -1.43, -0.25], [4.00, 0.47, 1.68], [-1.45, -1.24, -0.48], [0.42, -0.33, 0.52], [0.07, 0.65, 0.19], [-0.21, 0.55, -0.20], [0.21, 0.28, -0.08], [-0.08, -0.78, -0.87], [-0.01, -0.03, -0.26], [0.22, 0.68, 1.06], [0.07, -1.25, 0.64], [-0.03, -0.18, -1.54], [0.93, 0.04, 0.82], [-0.65, -0.75, 1.52], [-1.12, -1.34, -2.35], [0.30, 1.11, 0.85], [-0.51, 1.00, 0.18], [-0.20, 0.04, -0.03], [0.17, 0.41, -0.73], [0.11, 0.57, 0.26], [0.72, -0.15, 0.49], [0.01, -0.12, -0.87], [2.61, 0.27, -1.00], [-1.30, 0.64, 1.72], [-1.33, -1.66, -0.24], [0.93, -0.99, -2.09], [1.15, -0.46, -0.36], [-2.39, -1.65, 1.22], [0.57, 1.28, 0.82], [2.01, 0.07, -1.57], [-1.30, 1.82, 1.93], [-0.46, 0.43, 0.06], [0.05, 0.49, 0.01], [-0.20, -0.22, -0.23], [-0.05, -0.01, -0.25], [-0.21, -0.06, -0.03], [0.26, 2.05, 2.27], [-0.47, -1.05, -0.81], [-0.18, -1.67, -1.32], [-1.40, -1.73, 0.30], [1.14, 0.29, 0.32], [-0.72, -0.05, -1.01], [1.26, 1.48, -0.15], [0.19, -0.52, 1.07], [-0.16, 0.70, 0.67], [-0.11, 0.25, 0.53], [0.42, 0.48, -0.06], [-0.19, -0.37, -0.35], [-0.25, 0.22, -1.42], [0.22, -0.07, -0.06]],
  "e_tot_ev": -47539.2970,
  "smiles": "O=[N+]([O-])c1ccccc1.O=[N+]([O-])c1ccccc1.O=[N+]([O-])c1ccccc1.O=[N+]([O-])c1ccccc1",
  "homo_lumo_gap_ev": 8.6,
  "multiplicity": 1,
  "e_above_lowest_ev": 10.416,
  "e_homo_ev": -10.0112
}

[3]
{
  "formula": "C48H58Br2N3O2P2TeTi",
  "method": "wB97M-V/def2-TZVPD",
  "species": ["Ti", "O", "C", "C", "C", "C", "C", "C", "C", "O", "N", "N", "C", "C", "Br", "C", "C", "C", "C", "C", "C", "C", "H", "H", "H", "H", "H", "H", "H", "H", "H", "H", "H", "H", "H", "H", "C", "C", "C", "P", "C", "C", "C", "C", "C", "C", "C", "C", "C", "N", "C", "C", "C", "C", "C", "C", "P", "C", "C", "C", "C", "C", "C", "H", "H", "H", "H", "H", "H", "H", "H", "H", "H", "H", "H", "H", "H", "H", "H", "H", "H", "H", "H", "H", "H", "H", "H", "H", "H", "H", "H", "H", "H", "H", "H", "H", "H", "H", "H", "Br", "C", "Te", "C", "C", "C", "C", "C", "C", "C", "H", "H", "H", "H", "H", "H", "H", "H"],
  "positions_angstrom": [[-0.285, -0.610, -0.088], [1.876, 2.984, 0.818], [1.139, 3.419, 1.878], [1.651, 4.492, 2.602], [0.964, 4.995, 3.690], [-0.242, 4.426, 4.078], [-0.743, 3.349, 3.372], [-0.070, 2.831, 2.269], [-0.708, 1.644, 1.565], [0.145, 0.840, 0.812], [-1.772, 2.119, 0.650], [-1.455, 2.023, -0.661], [-1.973, 2.873, -1.464], [-1.625, 2.963, -2.865], [0.130, 2.319, -3.259], [-2.319, 3.570, -3.837], [-3.652, 4.173, -3.764], [-3.952, 5.191, -4.678], [-5.173, 5.840, -4.648], [-6.134, 5.483, -3.712], [-5.869, 4.451, -2.825], [-4.647, 3.800, -2.854], [1.423, 2.233, 0.416], [2.591, 4.918, 2.277], [1.374, 5.827, 4.246], [-0.787, 4.816, 4.926], [-1.665, 2.876, 3.695], [-1.197, 1.043, 2.339], [-2.194, 2.997, 0.935], [-2.669, 3.626, -1.092], [-1.837, 3.675, -4.802], [-3.208, 5.486, -5.407], [-5.381, 6.628, -5.359], [-7.089, 5.989, -3.687], [-6.619, 4.142, -2.108], [-4.494, 2.965, -2.188], [1.912, -3.673, 1.383], [3.010, -2.659, 1.050], [4.197, -3.430, 0.476], [2.254, -1.287, -0.002], [3.429, 0.160, -0.107], [3.168, 0.891, -1.425], [4.906, -0.146, 0.117], [2.271, -2.029, -1.661], [3.414, -2.551, -2.265], [3.329, -3.370, -3.374], [2.072, -3.739, -3.832], [0.938, -3.159, -3.301], [1.019, -2.206, -2.271], [-0.107, -1.454, -1.844], [-1.127, -1.325, -2.833], [-0.838, -1.125, -4.187], [-1.842, -1.138, -5.132], [-3.157, -1.396, -4.765], [-3.468, -1.547, -3.426], [-2.472, -1.457, -2.456], [-2.694, -1.419, -0.658], [-2.897, -3.225, -0.207], [-1.620, -3.991, -0.571], [-4.084, -3.903, -0.888], [-4.377, -0.702, -0.273], [-4.841, 0.354, -1.277], [-4.283, -0.097, 1.133], [2.354, -4.558, 1.843], [1.177, -3.273, 2.074], [1.407, -4.002, 0.470], [3.329, -2.150, 1.962], [3.900, -4.025, -0.386], [5.044, -2.803, 0.206], [4.534, -4.126, 1.246], [3.127, 0.817, 0.709], [3.593, 0.353, -2.272], [2.093, 1.008, -1.607], [3.605, 1.890, -1.392], [5.340, -0.734, -0.692], [5.448, 0.800, 0.163], [5.065, -0.662, 1.065], [4.389, -2.321, -1.862], [4.223, -3.757, -3.842], [1.974, -4.477, -4.617], [-0.026, -3.440, -3.699], [0.187, -0.971, -4.493], [-1.598, -0.954, -6.170], [-3.934, -1.464, -5.514], [-4.485, -1.757, -3.130], [-3.030, -3.255, 0.877], [-1.516, -4.062, -1.655], [-0.727, -3.520, -0.169], [-1.674, -5.004, -0.170], [-4.025, -3.802, -1.973], [-4.051, -4.967, -0.653], [-5.046, -3.523, -0.547], [-5.084, -1.531, -0.253], [-4.012, 0.987, -1.595], [-5.285, -0.078, -2.169], [-5.603, 0.983, -0.813], [-3.601, 0.751, 1.122], [-5.262, 0.256, 1.463], [-3.916, -0.821, 1.864], [-0.863, -1.630, 2.124], [2.277, -1.363, 4.793], [2.014, 0.195, 3.319], [3.958, 0.875, 3.980], [4.390, -0.034, 5.098], [5.596, 0.190, 5.758], [5.993, -0.631, 6.798], [5.190, -1.698, 7.183], [3.998, -1.933, 6.524], [3.588, -1.102, 5.483], [2.271, -2.343, 4.315], [1.452, -1.338, 5.504], [3.895, 1.908, 4.321], [4.677, 0.845, 3.160], [6.219, 1.021, 5.449], [6.925, -0.440, 7.313], [5.496, -2.340, 7.998], [3.364, -2.764, 6.814]],
  "atomic_forces_ev_per_a": [[-0.87, -1.02, 1.02], [0.02, 0.03, 0.00], [-0.24, 0.08, 0.18], [0.07, -0.05, -0.17], [-0.02, -0.06, 0.04], [-0.11, 0.10, 0.05], [0.07, -0.07, -0.04], [0.45, -0.19, -0.27], [-0.43, 1.02, 0.49], [0.52, 1.41, 0.36], [-0.21, -0.47, -0.13], [-0.12, 0.26, -0.47], [-0.16, -0.09, 0.37], [0.20, -0.09, -0.40], [-0.15, -0.08, -0.13], [0.12, -0.12, 0.09], [-0.26, 0.13, 0.07], [0.10, -0.04, 0.07], [-0.07, 0.08, -0.03], [0.01, -0.06, 0.00], [-0.01, 0.01, 0.02], [0.08, -0.05, -0.05], [-0.05, -0.09, -0.10], [0.00, 0.01, 0.03], [0.00, 0.02, -0.02], [0.03, -0.01, 0.02], [0.00, -0.02, 0.01], [0.14, -0.11, -0.09], [0.17, 0.10, 0.03], [0.00, 0.10, 0.01], [0.07, -0.04, 0.02], [0.01, -0.02, -0.01], [0.03, 0.01, 0.00], [0.00, 0.01, -0.02], [-0.02, 0.00, -0.02], [0.07, -0.04, 0.03], [0.06, 0.02, 0.08], [-0.36, 0.00, 0.09], [0.06, 0.12, -0.04], [0.76, -0.40, -0.51], [-0.29, 0.04, 0.01], [-0.04, 0.00, 0.10], [-0.07, 0.00, 0.04], [-0.22, 0.09, 0.11], [-0.02, 0.05, -0.12], [0.05, -0.08, -0.04], [0.05, 0.01, 0.03], [-0.18, 0.06, 0.16], [0.43, -0.30, -0.21], [0.38, 0.01, -0.28], [-0.44, -0.02, -0.41], [0.16, 0.19, 0.18], [-0.05, 0.05, -0.04], [-0.08, -0.03, -0.01], [0.04, 0.03, 0.03], [0.32, 0.07, 0.26], [-0.70, -0.96, -0.44], [0.29, 0.03, -0.08], [-0.09, 0.03, 0.07], [-0.04, 0.13, 0.06], [0.46, 0.41, 0.23], [0.00, -0.01, 0.03], [-0.08, -0.16, 0.08], [0.04, 0.01, -0.01], [-0.05, 0.00, -0.06], [-0.04, -0.04, 0.02], [-0.07, 0.05, -0.01], [0.03, -0.03, 0.02], [-0.01, -0.03, -0.02], [0.01, 0.04, 0.04], [-0.11, -0.02, 0.01], [-0.02, -0.01, -0.01], [0.06, 0.03, -0.05], [0.02, 0.01, 0.02], [0.00, -0.01, 0.02], [0.01, 0.00, -0.03], [0.05, -0.02, -0.03], [-0.03, 0.00, 0.03], [0.01, -0.01, 0.03], [-0.02, 0.05, -0.05], [-0.03, 0.04, -0.04], [0.01, 0.03, -0.01], [0.02, -0.05, -0.01], [0.00, 0.01, 0.00], [-0.04, 0.09, -0.01], [0.02, 0.12, 0.01], [0.03, 0.01, -0.01], [0.07, -0.06, 0.05], [-0.02, -0.01, -0.02], [-0.01, -0.04, 0.00], [-0.04, -0.01, -0.01], [-0.02, -0.03, -0.05], [0.10, -0.04, -0.08], [0.01, 0.04, 0.02], [0.03, 0.00, -0.05], [0.04, 0.03, 0.04], [0.02, 0.03, 0.05], [-0.03, -0.07, -0.03], [-0.03, 0.03, 0.02], [0.01, -0.11, -0.51], [-0.15, 0.02, -0.17], [0.51, -0.23, 0.74], [-0.09, 0.13, -0.12], [-0.04, -0.09, 0.04], [-0.01, -0.02, -0.01], [0.05, 0.07, -0.02], [-0.03, -0.06, 0.02], [0.01, 0.03, 0.00], [0.05, 0.01, 0.01], [-0.01, 0.05, -0.07], [-0.04, 0.07, -0.06], [-0.10, -0.01, -0.02], [-0.10, -0.02, -0.07], [0.02, 0.00, 0.04], [0.01, -0.01, -0.01], [0.00, -0.01, -0.01], [0.03, -0.01, 0.05]],
  "e_tot_ev": -248350.6028,
  "homo_lumo_gap_ev": 6.1,
  "multiplicity": 1,
  "total_charge": 1,
  "e_above_lowest_ev": 1.578,
  "e_homo_ev": -9.7804
}

[4]
{
  "formula": "C4H10N2O2",
  "method": "wB97M-V/def2-TZVPD",
  "species": ["C", "C", "O", "C", "N", "C", "N", "O", "H", "H", "H", "H", "H", "H", "H", "H", "H", "H"],
  "positions_angstrom": [[3.118, -0.600, -0.048], [1.761, 0.165, 0.505], [0.760, -0.167, -0.554], [-0.515, -0.086, -0.181], [-1.204, 0.824, 0.410], [-0.734, 2.152, -0.211], [-1.118, -1.349, -0.162], [-2.496, -1.160, 0.100], [3.362, -0.337, -1.074], [3.834, 0.090, 0.545], [3.267, -1.731, 0.093], [1.973, 1.283, 0.519], [1.278, -0.050, 1.602], [-0.140, 2.049, -1.077], [-1.644, 2.663, -0.381], [-0.208, 2.969, 0.586], [-0.714, -2.182, 0.486], [-2.642, -0.240, 0.206]],
  "atomic_forces_ev_per_a": [[-0.17, 1.82, 2.84], [-0.01, -0.65, -0.43], [0.86, 0.72, 0.53], [-0.79, -2.48, 3.49], [2.47, 2.82, -3.03], [0.09, 1.59, 4.69], [0.11, -1.32, 0.76], [-0.28, -3.82, -0.19], [-0.69, 0.03, -0.17], [-0.25, -1.91, -0.67], [-0.52, 1.95, 0.21], [-0.32, -1.37, -0.30], [1.44, -0.09, -2.73], [0.66, -0.11, -0.86], [-0.85, 0.60, -0.76], [-0.96, -2.57, -1.89], [-1.15, 2.96, -1.95], [0.36, 1.84, 0.48]],
  "e_tot_ev": -11380.5357,
  "smiles": "CCO/C(=N\\C)NO",
  "homo_lumo_gap_ev": 9.5,
  "multiplicity": 1,
  "e_above_lowest_ev": 6.367,
  "e_homo_ev": -8.7221
}